This record from the OMol25 dataset describes a cluster of 13 separate species, C41H108O23 in total in a non-equilibrium geometry. The level of theory is wB97M-V/def2-TZVPD.

Atoms and positions in Å:
C  -4.99845  -4.64685  -2.62612
O  -3.67846  -4.26026  -3.06632
C  -2.72872  -5.25900  -2.83328
C  -1.35554  -4.64680  -3.29862
O  -1.08538  -3.45049  -2.54362
C  0.09788  -2.82682  -3.11279
H  -5.75988  -3.91925  -2.90704
H  -5.05597  -4.69296  -1.53861
H  -5.38686  -5.58823  -3.01476
H  -2.92196  -6.17430  -3.39273
H  -2.66524  -5.56478  -1.78898
H  -1.39603  -4.48356  -4.37556
H  -0.49158  -5.29078  -3.13437
H  -0.17801  -2.50616  -4.11736
H  0.93813  -3.51778  -3.04466
H  0.24180  -1.94471  -2.48888
C  -3.01156  5.69644  -0.25896
O  -3.95725  4.69589  -0.63428
C  -4.62322  4.11364  0.48341
C  -5.78816  4.93974  1.05221
O  -6.78796  5.12547  -0.00571
C  -8.05802  5.49832  0.50191
H  -3.41451  6.44067  0.42795
H  -2.46151  6.13738  -1.09029
H  -2.26224  5.23449  0.38387
H  -3.92617  3.77081  1.24806
H  -5.06926  3.16699  0.17845
H  -5.44038  5.92285  1.36943
H  -6.23909  4.38379  1.87422
H  -8.48492  4.76866  1.19000
H  -8.68811  5.45000  -0.38622
H  -8.17131  6.44647  1.02751
C  2.96905  -0.73063  -5.28633
O  2.50336  -0.38903  -4.03313
C  3.48414  -0.43495  -3.04847
C  4.32325  -1.71224  -2.87574
O  5.33345  -1.75773  -3.89091
C  6.27381  -2.78733  -3.80812
H  2.24536  -0.50549  -6.06971
H  3.33150  -1.74519  -5.45181
H  3.85925  -0.11945  -5.43505
H  2.95569  -0.30434  -2.10412
H  4.19396  0.36848  -3.24534
H  3.58773  -2.50663  -2.74897
H  4.82126  -1.65166  -1.90805
H  6.46049  -3.08400  -2.77602
H  7.24254  -2.51674  -4.22818
H  6.00520  -3.71103  -4.32070
C  -5.49024  -1.45187  -0.72410
O  -4.41244  -0.56480  -1.05716
C  -3.42811  -1.13902  -1.90449
C  -2.69651  -0.06712  -2.78218
O  -2.11139  1.06259  -2.07243
C  -3.00141  1.89802  -1.36267
H  -5.11174  -2.40614  -0.35776
H  -6.10242  -1.74781  -1.57602
H  -6.15993  -0.96373  -0.01605
H  -3.85191  -1.82158  -2.64111
H  -2.68940  -1.66491  -1.29964
H  -3.24751  0.27822  -3.65696
H  -1.86546  -0.61430  -3.22719
H  -2.59472  2.90197  -1.24100
H  -3.28582  1.55210  -0.36891
H  -3.98532  1.95253  -1.82855
C  2.69444  7.13868  0.25381
O  3.94082  6.48602  -0.09992
C  5.09379  7.02492  0.44413
C  6.46894  6.41049  0.07768
O  6.60443  5.02396  0.49532
C  6.71747  4.76066  1.93623
H  1.89706  6.94703  -0.46422
H  2.77855  8.22445  0.30016
H  2.32335  6.82624  1.22991
H  5.08675  7.02613  1.53411
H  5.13651  8.07651  0.16052
H  7.31724  6.95262  0.49553
H  6.44269  6.43736  -1.01167
H  6.86427  3.70000  2.14009
H  5.79612  5.00449  2.46515
H  7.60066  5.27472  2.31547
C  -2.11948  2.21512  2.49421
O  -3.01654  3.03182  3.30512
C  -3.85930  2.43716  4.36658
C  -2.94970  2.12260  5.56674
O  -2.50968  3.33354  6.28415
C  -1.22625  3.75893  5.82520
H  -1.45536  1.57192  3.07157
H  -1.64237  2.77455  1.68954
H  -2.73112  1.44530  2.02371
H  -4.36149  1.51766  4.06585
H  -4.55775  3.20228  4.70548
H  -2.10062  1.50356  5.27697
H  -3.47715  1.56270  6.33901
H  -0.42759  3.14483  6.24129
H  -1.06252  4.70520  6.34082
H  -1.02846  3.88846  4.76116
C  2.72321  -3.13136  2.19905
O  2.35678  -4.38613  1.55327
C  1.13863  -4.29855  0.81735
C  0.77746  -5.53751  0.02615
O  1.82735  -6.22882  -0.68053
C  1.35257  -7.27440  -1.51586
H  2.85682  -2.38478  1.41620
H  3.56379  -3.23280  2.88551
H  1.84961  -2.68859  2.67747
H  1.01736  -3.42612  0.17528
H  0.40255  -4.24358  1.61938
H  -0.08279  -5.34431  -0.61474
H  0.42079  -6.20335  0.81199
H  2.22746  -7.71640  -1.99261
H  0.52410  -6.94958  -2.14533
H  0.92315  -8.01605  -0.84233
C  -0.56403  -1.00159  1.17165
O  0.76555  -0.54409  1.41800
C  1.47228  0.03781  0.32206
C  1.10521  1.49349  -0.04776
O  1.11574  2.40694  1.04951
C  0.96597  3.78561  0.66993
H  -1.18833  -0.14170  0.92889
H  -1.04127  -1.56146  1.97594
H  -0.69465  -1.64712  0.30314
H  1.29159  -0.55206  -0.57655
H  2.55039  0.10037  0.46990
H  0.07455  1.50530  -0.40231
H  1.81590  1.87240  -0.78223
H  -0.03791  3.96499  0.28504
H  1.69420  4.03682  -0.10121
H  1.11770  4.35483  1.58702
C  6.46506  2.07713  -4.50375
O  5.78461  2.20778  -3.30193
C  4.70817  3.09607  -3.27997
C  4.31061  3.41651  -1.79560
O  4.33799  2.19304  -1.04194
C  4.59644  2.37644  0.29237
H  7.25445  1.34389  -4.33848
H  6.95457  2.98077  -4.86693
H  5.87438  1.56998  -5.26664
H  3.83121  2.64973  -3.74881
H  4.97022  4.07427  -3.68316
H  3.49530  4.11760  -1.61716
H  5.09091  4.08225  -1.42679
H  4.04447  1.63341  0.86799
H  4.34682  3.39176  0.60047
H  5.64428  2.18295  0.52191
C  -3.09036  -4.22993  0.96603
O  -2.41153  -5.45155  0.75138
C  -3.27464  -6.64342  0.69544
C  -2.59187  -7.98857  0.69146
O  -1.62862  -8.04412  1.77412
C  -0.92987  -9.31449  1.71476
H  -2.33294  -3.48053  1.19584
H  -3.67207  -4.29321  1.88565
H  -3.69024  -4.05424  0.07307
H  -4.07454  -6.56896  -0.04124
H  -3.83576  -6.61709  1.62955
H  -2.12051  -8.06697  -0.28822
H  -3.30380  -8.80343  0.82280
H  -1.54976  -10.20768  1.79242
H  -0.25894  -9.43509  2.56529
H  -0.40251  -9.32991  0.76095
O  1.05799  0.22188  3.96338
H  1.14382  -0.11817  3.07274
H  1.69202  0.93752  4.00917
O  2.64216  2.37813  3.61196
H  2.87788  3.26373  3.88833
H  2.17216  2.50121  2.78724
C  -3.11668  -1.11599  4.03579
O  -4.12912  -1.37487  5.02130
H  -3.52025  -1.24704  3.03177
H  -2.56287  -0.19533  4.21957
H  -2.41325  -1.94827  4.06017
H  -3.69189  -1.37978  5.87593

Atomic forces in eV per Å
0.16 0.41 0.13
-1.89 -0.42 0.13
2.01 0.52 -0.29
-0.84 -0.01 1.21
0.33 -0.55 -1.10
-1.66 0.06 1.06
0.49 0.40 -0.31
0.25 -0.15 0.21
0.55 -0.33 -0.26
-0.13 -0.09 -0.39
-0.04 0.30 0.35
-0.16 0.48 -0.15
-0.20 -0.62 0.08
0.57 -0.06 -0.23
0.19 0.12 -0.27
0.38 0.00 -0.15
0.15 -0.86 1.16
-0.03 0.67 0.11
-0.64 -0.22 -0.16
-0.04 0.10 -1.52
0.79 0.04 1.60
-0.38 -0.81 -0.69
-0.44 0.45 -0.47
-0.66 -0.10 -0.26
0.46 -0.36 0.04
0.20 0.65 0.39
-0.06 0.06 -0.68
-0.12 0.10 0.29
0.04 0.05 0.21
0.25 -0.46 0.20
-0.22 0.45 0.13
0.59 0.43 -0.29
1.10 0.56 -1.24
-1.54 -1.10 0.36
1.14 -0.06 0.54
-0.11 0.96 -0.03
-0.78 -0.08 -0.13
0.41 -0.83 0.56
-0.23 0.13 0.31
-0.30 -0.38 0.51
0.27 0.20 -0.62
0.16 0.35 0.02
0.12 0.29 0.36
0.32 -0.93 -0.82
0.12 0.18 0.22
0.02 0.11 0.30
-0.17 0.59 -0.09
-0.55 -0.04 -0.22
0.58 0.06 -0.43
-0.97 -0.33 -0.05
0.33 1.26 -0.71
0.36 0.12 1.27
-0.11 -1.11 -0.31
-0.82 0.06 0.17
0.12 0.04 0.53
0.02 0.35 -0.51
0.35 0.00 0.14
-0.14 -0.32 0.16
0.07 -0.18 0.00
-0.68 0.24 0.31
0.30 0.08 0.18
0.20 -0.19 -0.40
0.53 -0.47 0.26
0.05 0.30 -0.55
0.75 0.08 0.22
-1.36 -0.83 -0.74
1.24 1.31 1.52
-1.73 -1.63 0.14
-0.15 -0.07 0.58
-0.07 0.53 -1.34
0.46 -0.46 -0.29
0.42 0.16 -0.08
0.22 -0.25 0.18
-0.50 -0.03 0.43
0.25 0.38 -0.07
-0.29 0.55 -0.06
0.77 -0.46 -0.10
0.08 -0.07 -0.72
0.06 0.47 0.06
-0.16 0.28 0.27
-1.99 -1.26 1.03
-0.21 0.12 -0.04
2.59 0.10 -0.02
-0.27 0.95 0.98
0.23 -1.30 -2.04
0.44 0.67 1.42
0.73 0.70 0.29
0.03 0.37 0.57
-0.34 -0.02 -0.54
-0.13 0.03 -0.34
-0.03 0.04 -0.49
0.26 0.23 -0.08
-0.35 -0.12 -0.16
-0.02 -0.60 -0.12
-0.09 0.31 -0.28
-0.72 -0.16 -0.13
-1.57 -0.33 -1.31
0.82 0.52 -0.13
0.42 0.25 0.58
0.41 -1.76 0.79
-0.07 1.40 -0.31
-0.08 0.26 1.75
0.87 0.05 -0.17
-0.15 -0.28 -0.34
-0.12 -0.35 0.76
0.64 0.50 0.02
-0.82 0.27 -0.32
0.01 0.31 -0.18
-0.23 -0.63 -0.14
-0.32 0.22 -0.39
0.29 0.08 -0.58
-0.15 -0.54 -0.04
-0.48 0.86 -1.06
0.33 -0.55 -0.19
-0.45 1.14 -0.28
-1.19 0.09 0.49
0.54 0.15 0.68
0.02 -1.26 0.16
-0.26 0.17 0.21
0.78 0.32 0.57
0.72 -0.23 -0.35
0.02 -0.10 -0.18
-0.02 -0.79 0.78
-0.06 0.02 -0.68
-0.03 -0.33 -0.42
-0.16 0.08 -0.08
0.14 0.22 0.03
0.03 0.14 -0.18
0.58 -1.06 -0.36
0.12 0.26 0.94
-1.23 0.37 1.55
2.48 -0.51 -0.28
-1.20 0.67 -1.98
0.33 -0.10 1.26
0.20 0.11 0.30
-0.32 0.32 -0.07
-0.46 0.46 -0.36
-0.05 0.07 -0.58
-0.08 0.02 -0.58
-1.10 -0.73 -0.45
0.72 -0.30 0.23
-0.28 0.17 0.14
-0.08 0.01 0.35
0.33 0.23 -0.06
0.16 -1.09 0.28
0.23 -2.06 -0.63
-0.62 1.59 2.18
1.43 1.01 0.29
-0.46 -1.26 -0.72
-0.12 0.77 -0.01
0.03 0.11 -0.64
-0.59 -0.03 -0.05
-0.15 0.73 0.20
0.33 0.03 -0.70
-0.17 0.09 0.39
0.54 -0.53 -0.08
-0.33 0.13 -0.16
-0.70 0.16 -0.27
0.19 0.67 -0.15
0.33 -0.30 0.08
-0.44 -0.36 0.77
-0.13 -0.16 -0.44
0.20 0.32 0.27
0.49 0.26 0.27
0.11 0.14 0.24
-0.42 -0.14 -0.80
0.21 -1.41 0.43
0.06 0.48 -0.59
-0.48 0.79 0.11
-0.24 0.04 -0.36
0.51 0.02 0.24
0.00 -0.03 0.07

frontier orbital gap: 0.348 hartree
DFT total energy: -91344.6046 eV
HOMO level: -0.335 Eh
energy above the lowest of the compared OMol25 structures with the same formula, charge and spin: 0.0 kcal per mole